Record 1
Molecular formula: C35H52ClO12P
Method: DFT, wB97M-V/def2-TZVPD

Each line ends with the Mulliken charge.
Element x y z (Å)
Cl 2.418 -0.889 -3.406  -0.216
P -1.989 -3.704 -1.589  0.029
O 1.594 5.226 -2.373  -0.323
O 2.845 -10.445 0.148  -0.262
O 3.276 4.567 -0.982  -0.555
O 1.238 1.019 -5.420  -0.535
O 1.061 -10.148 2.611  -0.461
O -4.251 4.154 -0.911  -0.541
O 0.749 5.037 5.839  -0.246
O 0.270 -8.475 0.181  -0.231
O -4.094 3.025 -3.925  -0.538
O -3.435 0.432 -5.074  -0.539
O 2.164 7.740 5.668  -0.464
O 2.649 5.831 3.333  -0.319
C -2.146 4.420 -3.833  -0.789
C -5.202 3.626 -1.841  0.306
C -0.785 4.585 -3.906  -0.823
C -0.558 -4.418 -0.643  -1.249
C 2.127 4.553 -1.318  0.798
C -0.529 2.280 -4.369  0.730
C -2.741 3.193 -4.015  -0.189
C -1.901 2.123 -4.282  1.370
C -1.040 -8.414 -0.340  -0.670
C -0.168 -0.193 -3.897  0.308
C 3.622 6.580 4.043  -0.536
C 1.420 -8.813 2.285  -0.435
C 0.165 -2.176 -2.615  -0.221
C 4.249 -10.332 0.242  -0.807
C -2.077 -1.418 -3.132  -1.110
C 1.570 3.637 -4.295  -0.498
C 0.186 6.316 6.085  -0.570
C 2.314 -11.487 0.953  -0.541
C -4.520 2.493 -2.671  -0.386
C 0.857 7.382 5.242  -0.248
C 0.978 -11.092 1.551  -0.312
C -1.201 -2.312 -2.536  0.795
C -2.914 -2.783 -0.251  -1.078
C -1.545 -0.348 -3.814  0.576
C 2.490 6.256 1.995  -0.525
C 1.101 3.723 -0.483  -0.682
C -6.486 3.156 -1.125  -1.356
C 0.685 -1.092 -3.310  -0.127
C -2.422 0.709 -4.461  -0.332
C 0.359 -8.039 1.528  -0.452
C 3.207 6.791 5.485  -0.354
C 0.772 4.208 6.980  -0.804
C 0.303 1.045 -4.647  -0.482
C 0.063 3.529 -4.178  0.341
C 2.191 4.883 -3.627  -1.109
H 0.278 6.585 7.143  0.353
H 4.544 -9.416 -0.267  0.231
H 3.792 7.554 3.570  0.354
H -7.356 3.624 -1.599  0.305
H -2.370 -1.846 -0.048  0.323
H -2.817 5.243 -3.599  0.438
H 2.304 7.335 1.953  0.351
H -1.757 -8.893 0.337  0.391
H 4.740 -11.185 -0.239  0.327
H -3.880 3.417 -0.416  0.341
H 2.168 -12.363 0.307  0.381
H -0.603 -8.156 2.040  0.395
H 1.622 5.753 1.575  -0.122
H -0.879 6.269 5.821  0.385
H 3.006 -11.754 1.758  0.354
H 2.971 5.846 5.975  0.127
H 0.406 3.321 -1.230  0.071
H -6.474 3.429 -0.066  0.341
H 4.569 -10.260 1.288  0.362
H -1.335 -7.375 -0.524  0.119
H -0.236 3.856 7.225  0.321
H 2.198 5.734 -4.316  0.411
H -3.908 -2.478 -0.587  0.313
H 4.068 7.209 6.014  0.410
H 0.278 -10.762 0.782  0.106
H 1.402 3.349 6.754  0.233
H 4.560 6.009 4.023  0.382
H 0.596 4.409 0.203  0.242
H 0.056 -3.609 -0.215  0.574
H 1.204 4.731 7.840  0.356
H 2.063 2.758 -3.862  0.331
H 0.083 -5.037 -1.275  0.384
H -3.158 -1.523 -3.081  0.429
H 0.844 7.120 4.183  0.054
H 1.560 -8.314 3.248  0.411
H 1.653 2.956 0.056  0.321
H 2.382 -8.776 1.773  0.158
H 0.631 -6.975 1.519  0.300
H -0.387 5.579 -3.727  0.355
H -5.271 1.702 -2.794  0.254
H -6.641 2.070 -1.173  0.355
H -5.425 4.418 -2.561  0.336
H -0.949 -4.970 0.219  0.229
H 1.895 3.647 -5.344  0.473
H -2.921 -3.343 0.687  0.368
H 0.265 8.296 5.345  0.407
H 0.871 -2.866 -2.167  0.529
H -1.052 -8.957 -1.284  0.240
H 3.373 5.997 1.402  0.438
H -3.687 2.035 -2.117  0.209
H 3.252 4.654 -3.458  0.501
H 0.545 -11.989 2.002  0.406

Output
- SMILES string = CC(=O)OCCc1ccc(OC[C@@H](C)O)c2c1C(=O)c1c(Cl)cc(P(C)C)cc1C2=O.COCCOCCOC.COCCOCCOC
- net charge = 0
- LUMO (eV) = -0.70
- energy relative to the best compared isomer or geometry (same formula, charge and spin) (eV) = 0.0000

Record 2
Molecular formula: C35H52O27
Method: DFT, wB97M-V/def2-TZVPD

Each line ends with the Löwdin spin population.
Element x y z (Å)
O 6.515 4.462 3.156  0.028
O 4.176 -5.612 5.048  0.000
O 5.003 0.104 1.316  0.000
O 2.625 4.912 -5.432  0.000
O 5.641 -1.588 2.531  0.000
O 0.401 0.981 -1.004  0.000
O 1.090 -0.271 0.629  0.000
O -5.087 -5.938 1.963  0.000
O -5.414 1.031 0.586  0.000
O -3.322 2.667 -2.899  0.000
O 5.739 0.454 3.508  0.002
O 2.085 1.814 0.449  0.000
O -2.937 4.882 -3.652  0.000
O -4.230 -3.926 2.736  0.000
O -3.639 3.310 -4.932  0.000
O 8.111 6.116 2.596  0.798
O -4.729 -3.009 -2.969  0.000
O 2.051 4.536 -3.436  0.000
O -3.148 -3.110 -1.516  0.000
O -4.866 1.277 2.674  0.000
O 3.395 -3.496 4.709  0.000
O -3.107 -5.076 1.520  0.000
O 0.847 6.074 -4.479  0.000
O -3.397 0.409 1.144  0.000
O -5.249 -3.238 -0.754  0.000
O 6.618 5.286 1.105  0.068
O 1.997 -5.151 4.719  0.000
C -2.847 -2.065 3.413  0.000
C 5.440 3.792 2.495  0.008
C -3.626 1.440 -3.539  0.000
C -3.375 3.763 -3.737  0.000
C 3.621 4.135 -4.925  0.000
C -4.275 -5.023 2.129  0.000
C 1.222 0.942 0.107  0.000
C -6.166 1.882 2.554  0.000
C 5.461 4.412 1.111  0.014
C 3.335 -4.806 4.794  0.000
C 2.037 -1.841 3.696  0.000
C -4.469 -3.042 -1.630  0.000
C -3.470 1.932 -4.918  0.000
C -0.346 -0.196 -1.127  0.000
C -2.536 -2.721 -2.694  0.000
C 1.086 -4.001 4.662  0.000
C -3.222 -3.079 2.252  0.000
C -5.034 0.964 -3.120  0.000
C -0.171 -0.685 0.279  0.000
C 5.532 -0.263 2.528  0.000
C 5.621 3.360 -0.062  0.014
C 5.352 -2.129 1.196  0.000
C 4.712 -0.984 0.446  0.000
C -4.509 0.818 1.486  0.000
C 3.415 4.110 -3.455  0.000
C -3.573 -2.782 -3.770  0.000
C -6.360 2.001 0.987  0.000
C 1.823 5.338 -4.402  0.000
C -7.688 1.638 0.331  0.000
C -2.252 -3.951 1.652  0.000
C -1.199 -3.580 -2.885  0.000
C 4.495 -3.312 1.195  0.000
C 3.355 2.690 -2.829  0.000
C 7.194 5.306 2.337  0.061
C 2.126 -2.879 4.804  0.000
H 0.405 -3.922 5.509  0.000
H 1.906 -2.522 5.810  0.000
H -1.331 0.110 -1.480  0.000
H -8.181 0.770 0.767  0.000
H 6.432 2.671 0.173  0.000
H -6.627 1.029 3.053  0.000
H -6.277 2.732 3.226  0.000
H 4.439 -3.533 0.129  0.000
H 1.913 -2.272 2.702  0.000
H -2.282 -1.192 3.087  0.000
H -4.219 1.515 -5.592  0.000
H -6.134 2.978 0.559  0.000
H -1.368 -4.651 -2.991  0.000
H -0.977 -0.190 0.820  0.000
H -2.829 0.696 -3.512  0.000
H 6.159 3.854 -0.871  0.000
H 3.376 1.987 -3.661  0.000
H 4.189 2.291 -2.252  0.000
H -3.708 -3.565 -4.516  0.000
H -3.861 -1.812 -4.175  0.000
H 3.561 3.092 -5.236  0.000
H 4.421 3.823 2.882  0.000
H -0.460 -3.220 -3.601  0.000
H 5.129 -0.733 -0.529  0.000
H 3.987 4.811 -2.848  0.000
H 3.641 -1.084 0.266  0.000
H 0.019 -0.890 -1.883  0.000
H -2.446 1.864 -5.284  0.000
H 0.557 -3.892 3.715  0.000
H 3.491 -3.214 1.609  0.000
H -8.403 2.457 0.404  0.000
H 4.587 4.575 -5.172  0.000
H -0.253 -1.767 0.170  0.000
H 2.370 2.490 -2.407  0.000
H -5.088 -0.098 -3.363  0.000
H 4.563 5.029 1.077  0.000
H 5.062 -4.177 1.538  0.000
H 4.681 2.901 -0.365  0.003
H -3.799 -1.679 3.777  0.000
H -1.916 -3.589 0.680  0.000
H 5.807 2.767 2.432  0.003
H -5.227 1.300 -2.101  0.000
H 1.269 -1.068 3.677  0.000
H -0.534 -3.510 -2.024  0.000
H -2.166 -1.697 -2.749  0.000
H 2.991 -1.315 3.655  0.000
H -7.640 1.441 -0.740  0.000
H -3.785 -2.675 1.410  0.000
H -5.831 1.485 -3.649  0.000
H -2.363 -2.724 4.134  0.000
H 6.295 -2.488 0.784  0.000
H -1.423 -4.278 2.280  0.000

Output
- ⟨S²⟩ = 0.76
- net charge = +1
- spin multiplicity = 2
- LUMO (alpha / beta) (eV) = -4.03 / -10.09
- energy relative to the best compared isomer or geometry (same formula, charge and spin) (eV) = 0.6280

Record 3
Molecular formula: C35H53As2F3N3O11S3SiTi
Method: DFT, wB97M-V/def2-TZVPD

Each line ends with the Mulliken charge.
Element x y z (Å)
As 1.597 1.866 1.097  0.481
As 2.212 -1.450 4.338  -0.215
Ti -0.771 0.669 -0.754  -0.716
S -0.650 5.424 -0.184  0.023
S 1.106 2.322 -2.390  0.924
S -2.776 4.157 -1.999  -0.398
Si -1.913 -1.195 -2.509  -0.316
F 1.745 3.309 -4.798  -0.238
F -0.389 3.129 -4.560  -0.151
F 0.687 4.697 -3.521  -0.218
O -0.347 1.419 2.996  0.409
O 5.276 -0.429 5.933  -0.361
O 2.320 -1.520 0.899  0.052
O 4.181 1.457 6.247  -0.591
O -0.678 -0.120 4.619  -0.674
O 2.014 1.318 -2.936  -0.663
O 0.908 0.643 -0.185  0.830
O 2.927 3.197 3.032  -0.590
O 4.250 -0.461 1.313  -0.639
O -0.378 1.744 -2.266  -1.034
O 5.037 2.634 3.252  -0.389
N -1.458 -0.488 0.857  1.261
N -2.104 1.953 0.106  1.540
N -1.780 3.262 0.327  -1.051
C 3.304 2.149 0.151  -1.239
C -3.239 -0.591 2.466  -0.965
C -0.893 -1.560 1.400  -0.330
C -2.618 -2.862 -1.735  3.066
C 6.050 1.623 3.318  -0.436
C -2.676 -1.760 2.986  -0.987
C 3.738 2.322 3.227  -0.295
C 0.026 0.267 3.684  -0.226
C 0.740 3.415 -3.921  0.560
C 3.017 -2.367 -0.019  -1.061
C -1.803 4.156 -0.655  0.182
C -3.572 -2.639 -0.548  -2.323
C 1.483 -1.216 6.144  -1.370
C -3.399 -3.727 -2.739  -2.247
C -0.175 -0.582 -4.748  -2.498
C 3.246 0.922 3.387  0.055
C -4.617 -0.236 -2.664  -1.848
C -2.899 1.391 0.977  -2.057
C -1.194 2.318 3.688  -1.174
C -2.581 0.030 1.424  1.331
C 2.234 0.382 2.354  1.590
C -0.463 -1.689 -3.721  3.459
C 4.303 0.456 5.589  -0.038
C 5.535 -1.555 5.095  -0.422
C 3.049 -0.558 1.475  -1.447
C -1.496 -2.242 2.457  -1.661
C -3.344 -0.342 -3.518  2.947
C -0.701 -2.965 -4.543  -2.087
C -1.466 -3.726 -1.199  -1.850
C -3.703 -1.091 -4.811  -1.791
C 1.168 -0.347 3.152  0.717
C -0.902 6.724 -1.404  -0.844
C 0.823 -1.886 -2.903  -2.050
C 3.443 0.123 4.437  1.311
C -2.973 1.086 -3.926  -1.728
H 0.628 -1.877 6.269  0.390
H -3.142 -2.252 3.828  0.447
H -0.762 -3.869 -3.936  0.415
H -4.487 -0.531 -5.334  0.587
H 0.733 -2.675 -2.154  0.188
H 3.076 -1.873 -0.990  0.231
H -4.426 0.206 -1.682  0.165
H -3.603 2.008 1.528  0.533
H 4.018 -2.592 0.342  0.380
H -0.992 -3.098 2.882  0.560
H 4.164 1.858 0.748  0.412
H -2.130 1.839 3.985  0.309
H 2.424 -3.275 -0.100  0.289
H 2.267 -1.497 6.852  0.386
H 1.645 -2.160 -3.575  0.692
H 3.354 3.214 -0.077  0.363
H -3.755 -3.599 -0.052  0.565
H -0.851 -3.200 -0.468  0.073
H -5.099 -1.202 -2.515  0.349
H 1.140 -0.971 -2.401  -0.159
H -1.803 6.493 -1.971  0.285
H -3.633 -4.688 -2.265  0.573
H -4.540 -2.250 -0.857  0.347
H -3.172 -1.965 0.202  0.801
H 6.940 2.086 2.899  0.355
H 5.549 -1.274 4.040  0.123
H -3.836 1.541 -4.424  0.665
H -2.732 1.724 -3.081  -0.352
H -0.801 -4.085 -1.985  0.413
H 3.327 1.568 -0.770  0.386
H -4.082 -2.100 -4.639  0.247
H 1.161 -0.193 6.314  0.404
H -0.949 -0.525 -5.515  0.379
H -0.055 6.773 -2.084  0.194
H -1.381 3.138 2.995  0.157
H 0.140 -3.099 -5.232  0.568
H 6.247 1.352 4.354  0.253
H 4.789 -2.337 5.245  0.279
H -0.703 2.695 4.589  0.375
H -0.073 0.399 -4.301  0.341
H 0.771 -0.807 -5.253  0.554
H -5.338 0.413 -3.171  0.572
H -4.122 -0.145 2.901  0.560
H -2.134 1.123 -4.617  0.337
H -1.884 -4.607 -0.698  0.615
H -1.018 7.675 -0.889  0.362
H -2.850 -3.939 -3.659  0.333
H -1.608 -2.907 -5.149  0.314
H 5.769 0.753 2.727  0.101
H 0.052 -1.873 0.977  0.715
H -4.351 -3.268 -3.010  0.414
H 6.515 -1.920 5.395  0.336
H -2.855 -1.163 -5.492  0.300

Output
- net charge = -1
- LUMO (alpha / beta) (eV) = 0.78 / 0.78
- energy relative to the best compared isomer or geometry (same formula, charge and spin) (eV) = 0.8519

Record 4
Molecular formula: C35H53AsN3O2S2Zr
Method: DFT, wB97M-V/def2-TZVPD

Each line ends with the Mulliken charge.
Element x y z (Å)
Zr 0.337 -0.306 0.227  -0.206
As -0.104 1.968 -1.243  1.273
S 1.162 2.073 2.299  0.650
S 4.301 -2.850 0.475  -0.110
O 0.924 0.622 1.999  -1.134
O -0.821 -3.981 -5.789  -0.578
N 2.324 -1.214 0.204  0.493
N -2.739 -2.817 -5.839  -0.265
N -0.276 -1.275 -1.622  2.229
C -2.051 -1.175 3.054  1.424
C 0.281 4.509 0.147  -1.131
C 2.971 2.346 2.248  -0.239
C 4.710 1.269 -1.253  -1.282
C -1.749 2.559 -2.182  -0.561
C -1.416 -2.399 2.794  0.711
C 0.997 2.323 -3.998  -1.469
C -1.457 -0.948 -2.186  -2.008
C -1.817 -3.145 1.673  1.062
C -2.870 2.866 -1.197  -0.941
C -1.796 -0.428 4.325  -2.232
C 0.899 1.328 -2.845  0.394
C 3.453 -0.567 -0.274  0.257
C -2.666 -2.575 0.713  1.146
C -1.327 -4.544 1.502  -2.110
C -1.544 -3.143 -5.263  0.557
C -3.210 -1.305 0.928  0.979
C 0.809 3.723 -1.044  -0.374
C -1.935 -1.507 -3.360  -0.571
C 2.451 2.829 4.553  -0.818
C 4.639 -1.304 -0.209  0.907
C -0.227 -2.857 3.606  -2.116
C 3.496 0.738 -0.804  -1.278
C -4.062 -0.692 -0.143  -1.842
C -3.029 -3.308 -0.544  -1.694
C 1.112 2.258 4.122  -0.625
C 5.864 -0.781 -0.657  -0.427
C -2.974 -0.649 2.141  0.868
C 2.653 -2.415 0.621  -0.399
C 0.080 -2.822 -3.432  -1.451
C 3.485 2.162 3.664  -0.662
C 5.878 0.517 -1.178  -0.967
C 0.467 -2.205 -2.257  -0.720
C -1.148 -2.466 -3.997  0.858
C -3.659 0.641 2.462  -2.133
H 0.387 3.912 1.078  0.178
H 6.776 -1.366 -0.599  0.493
H -0.903 -0.766 4.846  0.379
H 4.477 2.608 3.789  0.467
H -2.030 -0.197 -1.650  0.129
H 1.558 3.228 -3.697  0.334
H -2.972 -3.300 -6.699  0.275
H -0.779 4.784 -0.001  0.328
H -4.569 0.788 1.881  0.440
H -5.003 -1.234 -0.250  0.457
H -2.086 -5.182 1.047  0.519
H 0.344 -2.005 3.981  0.293
H -4.299 0.354 0.041  0.306
H -3.786 3.151 -1.756  0.415
H -3.967 0.673 3.507  0.511
H 3.131 3.373 1.903  0.523
H -0.445 -3.504 4.468  0.377
H 1.924 -3.098 1.036  0.209
H 1.887 3.522 -0.872  0.077
H 1.834 0.609 -0.530  0.244
H 0.950 1.266 4.554  0.137
H -2.996 1.485 2.274  0.263
H 1.413 -2.449 -1.781  0.514
H -2.601 3.700 -0.525  0.191
H -2.635 -0.554 5.010  0.412
H 0.722 -3.563 -3.896  0.581
H 2.642 2.639 5.613  0.390
H 3.432 1.654 1.539  -0.102
H 4.737 2.277 -1.661  0.497
H -1.092 -4.992 2.467  0.409
H -2.894 -1.184 -3.739  0.337
H -0.432 -4.580 0.880  0.360
H -3.552 -0.715 -1.107  -0.011
H -0.009 2.604 -4.367  0.329
H -1.673 0.641 4.135  0.396
H -2.855 -2.691 -1.428  0.124
H -1.540 3.442 -2.820  0.660
H 0.468 -3.405 2.965  0.447
H 1.925 1.054 -2.523  0.047
H 1.550 1.851 -4.838  0.437
H -4.084 -3.590 -0.530  0.387
H 2.582 1.322 -0.860  2.125
H 0.695 4.336 -1.959  0.624
H 0.277 2.908 4.395  0.478
H -2.093 1.721 -2.825  0.298
H 3.562 1.096 3.908  0.254
H -3.091 1.967 -0.582  0.118
H 2.468 3.915 4.400  0.338
H 0.392 0.409 -3.210  0.126
H -3.400 -2.145 -5.487  0.126
H 6.815 0.942 -1.531  0.464
H 0.863 5.449 0.256  0.406
H -2.438 -4.212 -0.690  0.421

Output
- net charge = +3
- LUMO (eV) = -9.32
- energy relative to the best compared isomer or geometry (same formula, charge and spin) (eV) = 0.0000